No. 1
{"formula": "C20H43OP3STc", "method": "the ωB97M-V functional and the def2-TZVPD basis", "symbols": ["Tc", "P", "P", "P", "H", "C", "C", "H", "C", "C", "C", "C", "C", "C", "C", "C", "C", "H", "H", "H", "H", "H", "H", "H", "H", "H", "H", "H", "H", "H", "H", "H", "H", "H", "H", "H", "H", "H", "H", "H", "H", "H", "H", "H", "H", "H", "C", "C", "C", "C", "C", "C", "S", "H", "H", "H", "H", "H", "H", "C", "C", "C", "O", "H", "H", "H", "H", "H", "H"], "coordinates": [[0.07719, 0.35104, 0.89295], [2.05889, 1.22316, 1.78423], [-1.84253, 1.75283, 1.09825], [0.58611, 1.00284, -1.16475], [-1.39249, -2.03357, 0.99138], [-0.54456, -1.67473, 0.38996], [0.78431, -1.74928, 0.95697], [0.90544, -2.19322, 1.94916], [2.53704, 0.64776, 3.44506], [2.01734, 3.03500, 2.03063], [3.64160, 0.93882, 0.90402], [-3.33731, 0.93710, 0.43442], [-2.39056, 2.15116, 2.78552], [-1.82479, 3.42771, 0.36112], [1.86225, -0.09814, -1.88241], [1.31211, 2.65150, -1.48136], [-0.91030, 1.10486, -2.22129], [-0.69254, -1.92650, -0.66626], [1.64581, -1.95699, 0.31440], [2.48012, -0.44551, 3.50625], [1.89771, 1.08954, 4.21999], [3.58052, 0.94788, 3.61319], [1.18145, 3.29499, 2.69328], [1.88702, 3.55930, 1.07645], [2.96278, 3.34577, 2.49693], [3.76834, -0.13734, 0.71892], [4.45467, 1.28835, 1.55939], [3.68642, 1.48086, -0.04933], [-4.20790, 1.60518, 0.53888], [-3.52378, 0.01588, 1.00854], [-3.21110, 0.67217, -0.62467], [-3.24953, 2.83965, 2.73647], [-1.57717, 2.63448, 3.34472], [-2.69137, 1.23645, 3.31428], [-2.72766, 3.96110, 0.68842], [-1.80519, 3.40644, -0.73240], [-0.94349, 3.97322, 0.72291], [2.04070, 0.18446, -2.92896], [1.55986, -1.15398, -1.84812], [2.80299, -0.00025, -1.32352], [1.37157, 2.79251, -2.57156], [2.32297, 2.73444, -1.06282], [0.67858, 3.44061, -1.05384], [-0.61206, 1.22591, -3.27212], [-1.53807, 1.95956, -1.93829], [-1.52205, 0.19683, -2.12704], [-0.58324, -2.84700, -4.88588], [-1.66324, -2.75913, -5.79992], [-1.90391, -3.78332, -6.71887], [-1.03806, -4.87866, -6.78759], [0.10539, -4.91322, -5.98382], [0.35072, -3.88703, -5.06379], [-0.26537, -1.53012, -3.77672], [-0.51755, -1.85307, -2.43591], [-2.26882, -1.85254, -5.78158], [-2.77332, -3.71935, -7.37903], [-1.25176, -5.70554, -7.46861], [0.81730, -5.73999, -6.06800], [1.28042, -3.83800, -4.49439], [-0.74374, 0.48559, 5.33881], [-0.43495, -0.51509, 4.27979], [0.02758, -1.83884, 4.76333], [-0.61960, -0.26131, 3.05738], [-0.26503, 0.18639, 6.27477], [-1.82709, 0.52413, 5.50576], [-0.39442, 1.48511, 5.06152], [0.21134, -2.53049, 3.94420], [0.93758, -1.71826, 5.36016], [-0.73957, -2.25011, 5.43045]], "lowdin_charge": [0.863, 0.762, 0.746, 0.675, 0.104, -0.161, -0.167, 0.061, -0.200, -0.189, -0.207, -0.195, -0.230, -0.217, -0.248, -0.197, -0.265, 0.039, 0.077, 0.063, 0.059, 0.086, 0.060, 0.042, 0.096, 0.068, 0.088, 0.044, 0.096, 0.069, 0.041, 0.088, 0.054, 0.054, 0.085, 0.038, 0.056, 0.074, 0.008, 0.039, 0.092, 0.046, 0.050, 0.064, 0.038, 0.010, -0.538, 0.035, 0.051, 0.039, 0.082, 0.004, 0.885, -0.095, 0.142, 0.155, 0.151, 0.161, 0.135, 0.010, -0.422, 0.023, -0.149, 0.114, 0.126, 0.090, 0.082, 0.123, 0.134], "homo_energy_ev": [-20.19, -20.15], "charge": 4, "spin_multiplicity": 4, "fmax_ev_per_a": 3.6, "gap_ha": [0.2096, 0.2101]}

***

No. 2
{"formula": "C20H44AuN3OP2S", "method": "the ωB97M-V functional and the def2-TZVPD basis", "symbols": ["Au", "P", "P", "N", "C", "H", "H", "C", "H", "H", "C", "H", "H", "C", "H", "H", "C", "C", "H", "H", "H", "C", "C", "H", "H", "H", "C", "C", "H", "H", "H", "C", "C", "H", "H", "H", "C", "O", "C", "H", "H", "H", "C", "H", "H", "H", "C", "H", "H", "H", "C", "H", "H", "H", "H", "H", "H", "H", "H", "H", "S", "C", "N", "C", "C", "N", "H", "H", "H", "H", "H", "H"], "coordinates": [[-0.35699, 0.42395, -0.44967], [-0.33229, 2.57431, 0.24473], [-0.72197, -1.52283, -1.53765], [-2.01486, 1.05465, -1.53696], [-1.74596, 3.32618, -0.70056], [-2.20881, 4.18064, -0.17627], [-1.33739, 3.68519, -1.66251], [-2.72893, 2.18286, -0.96660], [-3.26976, 1.93294, -0.01556], [-3.51663, 2.53592, -1.67124], [-2.93669, -0.00082, -1.91664], [-3.71982, 0.39969, -2.60058], [-3.49537, -0.43825, -1.04718], [-2.16837, -1.11498, -2.63261], [-1.75650, -0.72159, -3.57958], [-2.79607, -1.99382, -2.86237], [-1.33662, -2.95857, -0.49583], [-0.41747, -3.26226, 0.69966], [-0.92549, -3.96151, 1.38805], [-0.16357, -2.35182, 1.26319], [0.52466, -3.73523, 0.37587], [0.61166, -2.11423, -2.72855], [1.82674, -2.69997, -1.98973], [2.67654, -2.80742, -2.68816], [1.59998, -3.70378, -1.59029], [2.14890, -2.06208, -1.15085], [1.15738, 3.62297, -0.23263], [2.39603, 3.28552, 0.61415], [3.29833, 3.72962, 0.15571], [2.55409, 2.19843, 0.70258], [2.30450, 3.70297, 1.63194], [-0.78169, 2.87589, 2.04237], [0.08927, 2.06515, 3.01729], [-0.34762, 2.11387, 4.03107], [1.11464, 2.46720, 3.07418], [0.15588, 1.00667, 2.72426], [-1.41626, -0.05066, 0.87293], [-2.15988, -0.35301, 1.73036], [0.14656, -3.02705, -3.87557], [-0.11322, -4.03552, -3.51667], [-0.72757, -2.61643, -4.40793], [0.96427, -3.13765, -4.61190], [0.92349, 5.14032, -0.32253], [1.79719, 5.61914, -0.80236], [0.03411, 5.39101, -0.92436], [0.80292, 5.59562, 0.67330], [-0.88079, 4.34823, 2.47008], [-1.37370, 4.41593, 3.45695], [0.11943, 4.80312, 2.57063], [-1.46691, 4.95704, 1.76087], [-1.69754, -4.23822, -1.26538], [-0.79160, -4.77442, -1.59602], [-2.26188, -4.92195, -0.60523], [-2.32242, -4.03769, -2.15215], [-2.27147, -2.52055, -0.09257], [-1.79975, 2.43850, 2.06484], [0.92077, -1.14784, -3.17395], [1.33914, 3.25078, -1.26040], [0.65247, 1.78665, -3.05297], [1.26557, 1.36063, -2.75630], [1.73181, -0.27169, 0.52501], [1.92283, -1.45247, 1.65091], [1.34729, -1.50443, 2.93078], [1.87673, -2.63858, 3.64705], [2.96236, -3.23402, 2.72041], [2.87555, -2.46732, 1.50439], [0.60464, -0.90731, 3.30096], [1.05438, -3.36696, 3.81480], [2.31498, -2.32339, 4.61824], [2.78303, -4.31242, 2.52673], [3.97419, -3.08447, 3.15647], [3.48955, -2.59838, 0.68753]], "lowdin_charge": [0.766, 0.920, 0.929, -0.185, -0.273, 0.103, 0.100, -0.298, 0.135, 0.145, -0.297, 0.145, 0.135, -0.272, 0.103, 0.103, -0.500, -0.109, 0.107, 0.019, 0.077, -0.511, -0.124, 0.101, 0.079, -0.013, -0.520, -0.112, 0.100, 0.008, 0.078, -0.508, -0.104, 0.104, 0.084, 0.011, -0.404, 0.186, -0.089, 0.072, 0.075, 0.102, -0.090, 0.102, 0.074, 0.072, -0.084, 0.102, 0.082, 0.078, -0.084, 0.081, 0.102, 0.078, 0.103, 0.101, 0.091, 0.070, 0.052, 0.035, 0.697, -0.748, 0.024, -0.137, -0.136, 0.031, 0.137, 0.130, 0.137, 0.134, 0.137, 0.164], "homo_energy_ev": [-12.68, -14.37], "charge": 2, "spin_multiplicity": 3, "fmax_ev_per_a": 13.4, "gap_ha": [0.2492, 0.2317]}

***

No. 3
{"formula": "C20H44BCs2O10S5", "method": "the ωB97M-V functional and the def2-TZVPD basis", "symbols": ["Cs", "Cs", "B", "H", "H", "H", "H", "C", "C", "C", "S", "O", "O", "C", "H", "H", "H", "H", "H", "H", "H", "H", "C", "C", "C", "S", "O", "O", "C", "H", "H", "H", "H", "H", "H", "H", "H", "C", "C", "C", "S", "O", "O", "C", "H", "H", "H", "H", "H", "H", "H", "H", "C", "C", "C", "S", "O", "O", "C", "H", "H", "H", "H", "H", "H", "H", "H", "C", "C", "C", "S", "O", "O", "C", "H", "H", "H", "H", "H", "H", "H", "H"], "coordinates": [[-1.07999, -25.84977, -0.85580], [0.43329, -22.29644, 1.41456], [0.62470, -25.62250, 2.16183], [0.25949, -26.48209, 1.46689], [1.47336, -26.06667, 2.84757], [1.10702, -24.80779, 1.50049], [-0.24563, -25.17715, 2.80300], [0.36808, -29.83031, 1.52983], [1.73976, -29.47916, 0.94183], [2.18437, -30.67172, 0.08649], [1.58726, -32.14026, 1.01066], [2.65351, -32.66924, 1.82637], [0.89000, -32.98781, 0.07949], [0.48039, -31.22196, 2.13430], [-0.30513, -29.83014, 0.65975], [-0.04417, -29.07323, 2.19469], [2.49404, -29.33557, 1.71866], [1.65927, -28.60242, 0.30289], [3.23075, -30.85825, -0.12629], [1.60188, -30.65990, -0.83539], [1.07395, -31.14185, 3.04620], [-0.43766, -31.78296, 2.28101], [2.94206, -26.43804, 6.23801], [4.14576, -27.34116, 6.57828], [3.54437, -28.60788, 7.16775], [2.21744, -28.99669, 6.02424], [1.04845, -29.43840, 6.75770], [2.72652, -29.75007, 4.89241], [2.00869, -27.30765, 5.39934], [3.27890, -25.52435, 5.74528], [2.46997, -26.07565, 7.15540], [4.81567, -26.83207, 7.26902], [4.70841, -27.59370, 5.67799], [2.95472, -28.42280, 8.06887], [4.21462, -29.45044, 7.30726], [0.96618, -27.02481, 5.27946], [2.42838, -27.36676, 4.39470], [-2.06258, -28.55074, 5.87431], [-1.67285, -28.45423, 4.41074], [-2.45997, -27.26508, 3.86965], [-4.08468, -27.34789, 4.63138], [-5.08512, -27.96663, 3.78947], [-4.41178, -26.07114, 5.22153], [-3.58459, -28.52192, 5.93599], [-1.73725, -27.69062, 6.46895], [-1.62179, -29.40418, 6.38773], [-2.04098, -29.32114, 3.85421], [-0.59338, -28.39244, 4.29578], [-2.60578, -27.16342, 2.78751], [-1.97728, -26.29816, 4.03776], [-4.09777, -29.42617, 5.59143], [-4.14711, -28.25265, 6.82754], [3.94161, -25.68371, -3.87875], [3.32703, -24.84664, -2.73015], [3.35283, -25.73774, -1.48376], [2.80983, -27.33442, -2.09803], [1.37127, -27.39910, -2.05463], [3.58350, -28.33933, -1.41867], [3.32820, -27.09368, -3.81731], [5.01913, -25.74202, -3.72327], [3.74802, -25.22527, -4.84495], [2.33625, -24.52447, -3.05468], [3.94667, -23.97210, -2.53215], [2.58997, -25.52179, -0.72967], [4.32982, -25.78231, -1.01234], [2.44511, -27.14120, -4.45155], [4.02311, -27.88884, -4.07283], [4.31117, -22.95282, 1.63423], [5.64376, -23.17890, 0.93910], [6.53939, -23.84870, 1.96281], [5.48914, -24.85861, 3.05590], [5.60955, -24.34408, 4.39490], [5.68656, -26.26118, 2.79705], [3.91643, -24.24653, 2.36306], [3.47894, -22.63103, 0.99890], [4.45665, -22.14410, 2.35951], [6.05000, -22.22179, 0.61431], [5.51846, -23.81677, 0.06004], [6.99794, -23.11060, 2.62316], [7.36055, -24.43197, 1.55291], [3.10577, -24.18013, 3.08492], [3.52802, -24.93094, 1.60552]], "lowdin_charge": [0.970, 0.992, -0.585, -0.122, -0.029, -0.194, -0.045, -0.220, -0.221, -0.213, 0.684, -0.319, -0.327, -0.200, 0.118, 0.084, 0.127, 0.070, 0.102, 0.098, 0.092, 0.106, -0.205, -0.210, -0.218, 0.683, -0.329, -0.327, -0.225, 0.098, 0.119, 0.121, 0.118, 0.106, 0.114, 0.090, 0.081, -0.217, -0.210, -0.239, 0.673, -0.325, -0.333, -0.208, 0.125, 0.112, 0.126, 0.093, 0.096, 0.088, 0.103, 0.108, -0.192, -0.208, -0.218, 0.670, -0.427, -0.280, -0.190, 0.122, 0.119, 0.112, 0.112, 0.087, 0.110, 0.107, 0.112, -0.242, -0.212, -0.205, 0.680, -0.313, -0.303, -0.230, 0.063, 0.124, 0.122, 0.105, 0.109, 0.112, 0.091, 0.080], "homo_energy_ev": -11.23, "charge": 1, "fmax_ev_per_a": 2.0, "gap_ha": 0.2608}

***

Q: Which of these has the highest charge?
A: C20H43OP3STc

***

Q: What is the charge in the second record?
A: +2

***

Q: Look up the charge of the third one.
A: +1

***

Q: The lowest charge belongs to which entry?
A: C20H44BCs2O10S5